Entry from OMol25: an isolated ion of composition C6H11N2 and charge +1 at a distorted geometry (wB97M-V/def2-TZVPD).

```
19
Properties=species:S:1:pos:R:3:mulliken_charge:R:1
C -1.26 -0.46 1.31 -1.208
C -0.66 0.97 1.25 -0.552
C 0.44 0.99 0.16 0.014
C -0.27 1.04 -1.31 -0.513
C -0.07 -0.07 -2.01 -0.428
N 0.79 -1.08 -1.55 -0.026
C 1.51 -1.10 -0.40 -0.080
N 1.44 -0.13 0.51 -0.156
H -0.64 -1.27 1.10 0.360
H -2.14 -0.65 0.54 0.275
H -1.65 -0.60 2.23 0.447
H -0.14 1.15 2.17 0.393
H -1.61 1.56 1.04 0.294
H 1.01 1.83 0.42 0.385
H -0.81 1.94 -1.60 0.434
H -0.54 -0.02 -2.93 0.409
H 0.90 -1.74 -2.31 0.278
H 2.14 -1.98 -0.08 0.352
H 1.55 -0.37 1.47 0.320
```

**Energy above the lowest of the compared OMol25 structures with the same formula, charge and spin**: 2.602 eV
**LUMO energy**: -4.33 eV
**E**: -9372.1326 eV
**Orbital gap**: 0.342 hartree
**Net charge**: +1

=====

Entry from OMol25: an isolated ion of composition C6H11N2O and charge +1 at a distorted geometry (wB97M-V/def2-TZVPD).

```
20
Properties=species:S:1:pos:R:3:mulliken_charge:R:1
C -0.55 0.02 -2.06 -1.450
C -0.34 0.45 -0.64 0.289
C -0.12 1.77 -0.28 -0.347
N -0.10 2.15 0.99 -0.071
C -0.07 1.31 2.00 -0.110
N -0.16 0.00 1.82 -0.110
C -0.13 -0.68 0.51 0.693
C 1.14 -1.47 0.32 -1.360
O -1.22 -1.58 0.28 -0.557
H -0.87 -1.05 -2.19 0.334
H 0.27 0.36 -2.67 0.360
H -1.40 0.61 -2.33 0.441
H 0.01 2.30 -1.17 0.474
H -0.10 3.13 1.18 0.257
H 0.27 1.72 2.94 0.368
H -0.02 -0.49 2.76 0.315
H 1.22 -2.20 1.17 0.417
H 1.87 -0.76 0.08 0.360
H 1.03 -2.26 -0.55 0.320
H -2.12 -1.21 0.40 0.377
```

**Energy above the lowest of the compared OMol25 structures with the same formula, charge and spin**: 1.944 eV
**LUMO energy**: -4.16 eV
**E**: -11420.2223 eV
**Orbital gap**: 0.326 hartree
**Net charge**: +1

=====

Entry from OMol25: a 2-piece molecular cluster, C6H11N2O overall at a distorted geometry (wB97M-V/def2-TZVPD).

```
20
Properties=species:S:1:pos:R:3:mulliken_charge:R:1
C -1.08 -1.43 2.21 -0.377
C -0.15 -1.53 1.22 -0.567
C -1.15 0.33 0.94 0.587
C -1.63 1.66 0.40 -1.391
C 1.92 -0.77 -2.62 -0.557
C 1.54 0.95 -1.03 0.010
N -1.69 -0.22 2.04 -0.124
N -0.23 -0.43 0.43 -0.217
O 1.34 0.41 -2.11 -0.131
H -1.24 -1.96 3.05 0.469
H 0.27 -2.48 0.95 0.354
H -1.52 1.69 -0.72 0.276
H -2.60 1.81 0.65 0.455
H -1.04 2.34 0.99 0.341
H 2.79 -1.09 -1.97 0.333
H 2.28 -0.47 -3.64 0.272
H 1.22 -1.56 -2.58 0.285
H 2.30 0.78 -0.26 0.311
H 0.87 1.75 -0.85 0.346
H -2.19 0.22 2.89 0.324
```

**Energy above the lowest of the compared OMol25 structures with the same formula, charge and spin**: 3.256 eV
**LUMO energy**: -4.98 eV
**E**: -11418.9105 eV
**Orbital gap**: 0.264 hartree
**Net charge**: +1

=====

Entry from OMol25: an isolated ion of composition C6H11N2O and charge +1 at a distorted geometry (wB97M-V/def2-TZVPD).

```
20
Properties=species:S:1:pos:R:3:mulliken_spin:R:1
C 2.72 -0.13 -0.24 0.042
C 0.43 0.74 0.63 0.792
C 1.39 -0.38 -0.27 0.602
C -1.67 0.39 1.72 0.017
C -1.53 1.81 -0.26 0.027
C 1.48 -2.35 -1.54 -0.006
N 3.85 0.06 -0.28 0.338
N -1.03 0.61 0.43 0.023
O 0.72 -1.33 -0.85 0.164
H 0.74 1.59 1.34 -0.010
H -1.64 1.26 2.34 0.000
H -2.84 0.14 1.65 0.009
H -1.32 -0.65 2.02 -0.006
H -1.14 1.91 -1.17 -0.009
H -2.63 1.78 -0.36 0.006
H -1.15 2.71 0.34 0.001
H 2.24 -2.64 -0.91 0.003
H 1.69 -2.05 -2.60 0.004
H 0.79 -3.28 -1.72 0.001
H -1.10 -0.21 -0.30 0.000
```

**2S+1**: 3
**Energy above the lowest of the compared OMol25 structures with the same formula, charge and spin**: 3.041 eV
**LUMO energy (spin up / spin down)**: -3.24 / -5.86 eV
**E**: -11414.7632 eV
**Orbital gap (spin up / spin down)**: 0.300 / 0.353 hartree
**Net charge**: +1
**⟨S²⟩**: 2.02

=====

Entry from OMol25: an isolated ion of composition C6H11N2O2 and charge +1 at a distorted geometry (wB97M-V/def2-TZVPD).

```
21
Properties=species:S:1:pos:R:3:mulliken_charge:R:1
C 2.33 -1.73 -0.92 -0.677
O 1.33 -1.32 0.10 -0.423
C 0.87 -0.02 0.04 -0.125
N 0.24 0.36 1.41 -0.348
C -0.61 0.10 0.15 0.326
C -1.53 1.23 -0.47 -0.649
C -2.96 0.65 -0.33 -0.439
C -2.77 -0.85 -0.11 0.248
O -3.61 -1.72 -0.03 -0.516
N -1.33 -1.04 0.10 -0.132
H 2.46 -2.82 -0.89 0.258
H 3.29 -1.28 -0.51 0.288
H 1.99 -1.24 -1.79 0.368
H 1.51 0.74 -0.39 0.511
H -0.11 -0.28 2.13 0.327
H 0.33 1.39 1.78 0.336
H -1.28 1.32 -1.51 0.299
H -1.26 2.21 -0.13 0.513
H -3.49 0.93 -1.22 0.360
H -3.43 1.02 0.57 0.266
H -0.91 -1.93 0.03 0.206
```

**Energy above the lowest of the compared OMol25 structures with the same formula, charge and spin**: 2.942 eV
**LUMO energy**: -3.28 eV
**E**: -13467.1917 eV
**Orbital gap**: 0.396 hartree
**Net charge**: +1

=====

Entry from OMol25: C6H11N2O3 as an isolated structure at a distorted geometry (wB97M-V/def2-TZVPD).

```
22
Properties=species:S:1:pos:R:3:mulliken_charge:R:1
C -0.90 0.98 -1.53 -0.565
C -1.52 -0.27 -2.10 -0.377
C -1.27 0.40 -0.18 0.087
C 0.79 1.19 1.27 -1.222
C -0.36 -0.98 1.62 -1.842
C 0.01 0.06 0.62 1.118
N 1.11 -0.70 -0.64 -0.530
N 2.29 -1.08 -0.25 0.814
O 2.74 -0.94 0.92 -0.703
O 3.03 -1.57 -1.12 -0.777
O -1.87 -0.78 -0.77 -0.490
H 0.25 1.12 -1.43 0.231
H -1.34 2.06 -1.72 0.249
H -2.53 -0.26 -2.69 0.199
H -0.83 -1.12 -2.60 0.227
H -1.85 1.03 0.54 0.431
H 0.79 2.22 0.72 0.238
H 0.66 1.42 2.42 0.284
H 1.84 1.03 1.26 0.372
H -1.09 -1.55 1.30 0.514
H 0.62 -1.60 1.79 0.298
H -0.56 -0.66 2.57 0.444
```

**Energy above the lowest of the compared OMol25 structures with the same formula, charge and spin**: 6.076 eV
**LUMO energy**: 3.64 eV
**E**: -15517.3478 eV
**Orbital gap**: 0.285 hartree
**Net charge**: -1

=====

Entry from OMol25: an isolated ion of composition C6H11N2S and charge +1 at a distorted geometry (wB97M-V/def2-TZVPD).

```
20
Properties=species:S:1:pos:R:3:mulliken_charge:R:1
C -2.56 -0.18 0.38 0.245
C -1.10 -1.79 -0.50 -0.501
C 0.35 -1.61 0.14 -0.554
C -0.26 1.68 -0.36 -1.002
C 0.72 0.79 0.34 0.538
C 2.11 1.50 0.23 -1.793
N -2.09 -1.41 0.51 -0.110
N 0.82 -0.43 -0.38 -0.411
S -2.10 1.31 -0.02 -0.018
H -0.97 -1.21 -1.45 0.352
H -1.12 -2.89 -0.76 0.359
H 0.44 -1.54 1.28 0.422
H 1.06 -2.47 -0.37 0.300
H -0.06 2.78 -0.18 0.466
H -0.30 1.77 -1.39 0.512
H 0.34 0.52 1.31 0.520
H 2.21 2.51 0.64 0.451
H 2.50 1.80 -0.70 0.459
H 2.83 0.93 0.59 0.457
H -2.84 -2.06 0.68 0.310
```

**Energy above the lowest of the compared OMol25 structures with the same formula, charge and spin**: 7.328 eV
**LUMO energy (spin up / spin down)**: -6.83 / -4.77 eV
**E**: -20202.8242 eV
**Orbital gap (spin up / spin down)**: 0.236 / 0.319 hartree
**Net charge**: +1

=====

Entry from OMol25: an isolated ion of composition C6H11N2S and charge +1 at a distorted geometry (wB97M-V/def2-TZVPD).

```
20
Properties=species:S:1:pos:R:3:mulliken_charge:R:1
C -2.07 0.43 0.84 -0.306
C -0.66 0.47 1.44 -0.158
C -2.50 -0.59 0.08 -0.835
C 0.50 0.05 1.03 0.081
C 0.70 0.13 -1.51 0.847
C 1.74 -0.08 1.93 -1.114
N 0.63 -0.50 -2.64 -0.401
N 0.68 -0.56 -0.37 -0.140
S 0.70 1.84 -1.41 -0.092
H -2.89 1.09 1.27 0.311
H -0.58 0.82 2.48 0.293
H -3.41 -0.57 -0.34 0.377
H 2.49 0.57 1.50 0.285
H 2.03 -1.20 2.14 0.294
H 1.53 0.31 2.99 0.381
H 0.86 -1.46 -2.84 0.230
H 0.43 0.00 -3.52 0.215
H 0.56 -1.56 -0.33 0.311
H -1.76 -1.29 -0.06 0.264
H 1.02 2.11 -2.69 0.155
```

**Energy above the lowest of the compared OMol25 structures with the same formula, charge and spin**: 2.586 eV
**LUMO energy**: -3.34 eV
**E**: -20207.5666 eV
**Orbital gap**: 0.353 hartree
**Net charge**: +1

=====

> Which value of E does entry 6 give?

-15517.3478 eV

=====

> What is the energy above the lowest of the compared OMol25 structures with the same formula, charge and spin in the sixth record?

6.076 eV

=====

> energy above the lowest of the compared OMol25 structures with the same formula, charge and spin of number 5 (C6H11N2O2)?

2.942 eV